Computed, not measured: a cluster of 2 separate species, CHBrClFN5O2 in total at a distorted geometry, with ωB97M-V/def2-TZVPD.

As for the net charge: +1. Its electronic energy is -3596.37150 a.u. As for the multiplicity: 1.

```
12
Properties=species:S:1:pos:R:3:forces:R:3
C 0.050720 0.645079 -0.333300 -0.6 1.5 1.3
N 1.041910 1.206702 -0.905499 1.7 -0.3 -1.9
N -0.625205 1.618861 0.321854 -0.7 0.2 -0.8
N -0.142746 2.790481 -0.040745 -0.3 -0.4 0.8
N -0.296822 -0.674359 -0.350555 -0.2 -3.2 1.0
N 0.906313 2.517332 -0.762470 -0.1 0.2 0.4
O -1.368636 -0.918799 0.443731 -0.5 -1.4 -1.1
O 0.332538 -1.575546 -0.809454 -1.2 1.9 -1.3
F -1.784726 1.460229 0.947812 0.2 0.8 0.0
Cl 1.752549 -2.796641 0.515746 1.8 1.3 1.7
Br -2.211373 -2.620643 -0.030659 0.6 1.4 0.5
H 2.345473 -1.652693 1.003542 -0.8 -2.0 -0.8
```
Positions in Å, forces in eV/Å.

Mulliken atomic charge list, values in e, 4 entries: atom 1 (C): 0.313, atom 2 (N): -0.143, atom 3 (N): 0.712, atom 4 (N): -0.275